No. 1
{"formula": "C8H10", "method": "ωB97M-V with the def2-TZVPD basis set", "species": ["C", "C", "C", "C", "C", "C", "C", "C", "H", "H", "H", "H", "H", "H", "H", "H", "H", "H"], "positions_angstrom": [[-2.8710, -0.4218, -0.2253], [-1.9323, 0.6620, 0.1716], [-0.3669, 0.3027, 0.1013], [0.5493, 1.3221, -0.0377], [1.9033, 0.9525, -0.1200], [2.3275, -0.4007, -0.0650], [1.3618, -1.3430, 0.1213], [0.0479, -1.0471, 0.1179], [-2.5174, -1.0010, -1.1534], [-4.0079, -0.1588, -0.2771], [-2.6906, -1.3656, 0.4528], [-2.0501, 1.6436, -0.4926], [-2.0707, 1.3029, 1.3092], [0.3834, 2.3462, 0.0213], [2.8134, 1.6831, -0.2063], [3.2202, -0.4767, -0.1369], [1.6080, -2.2723, -0.1218], [-0.8061, -1.8623, 0.2200]], "lumo_ev": 1.082, "e_above_lowest_ev": 3.178, "molar_mass_g_mol": 106.2, "gap_ev": 10.0473, "smiles": "CCc1ccccc1", "max_force_ev_per_a": 12.039, "e_homo_ha": -0.3295, "total_energy_ha": -310.7189}



No. 2
{"formula": "C13H8N2OS4W", "method": "ωB97M-V with the def2-TZVPD basis set", "species": ["W", "C", "C", "C", "C", "N", "C", "C", "C", "C", "C", "C", "N", "H", "H", "H", "H", "H", "H", "H", "H", "O", "C", "S", "C", "C", "S", "S", "S"], "positions_angstrom": [[-0.0789, -0.5321, 0.1481], [3.1635, -0.6625, -2.1466], [2.9763, 0.6921, -2.2610], [1.9683, 1.5670, -1.7219], [0.7448, 1.3047, -1.2336], [1.4450, -1.1756, -0.5403], [2.4776, -1.5260, -1.2695], [-0.5442, 1.3438, -1.1075], [-1.7736, 1.8036, -1.4751], [-2.9439, 1.1180, -1.9625], [-3.3006, -0.2043, -2.0199], [-2.6643, -1.2765, -1.3418], [-1.6308, -1.0750, -0.5732], [3.9989, -1.1046, -2.6794], [3.7143, 1.2190, -2.8623], [2.1710, 2.6382, -1.8020], [2.8416, -2.5459, -1.1124], [-1.8349, 2.8929, -1.5142], [-3.6428, 1.8031, -2.4387], [-4.1888, -0.4665, -2.5866], [-3.0555, -2.2953, -1.4144], [0.2255, -0.3504, 7.1080], [0.0857, -0.4064, 5.9627], [0.3171, 1.0962, 4.8492], [0.0849, 0.2797, 3.4399], [-0.1541, -1.2102, 3.5000], [-0.3645, -2.0842, 2.1016], [-0.1728, -1.9463, 5.0007], [0.1354, 1.1035, 1.9529]], "total_charge": 4, "lumo_ev": -16.620, "molar_mass_g_mol": 520.3, "gap_ev": 5.8978, "max_force_ev_per_a": 0.606, "e_homo_ha": -0.8275, "total_energy_ha": -2342.9130}



No. 3
{"formula": "C35H69As3F3Ge2N4O6P2Ti", "method": "ωB97M-V with the def2-TZVPD basis set", "species": ["Ti", "C", "As", "C", "C", "C", "C", "C", "As", "C", "C", "C", "As", "C", "C", "H", "H", "H", "H", "H", "H", "H", "H", "H", "H", "H", "H", "H", "H", "H", "H", "H", "H", "H", "H", "H", "H", "H", "H", "H", "H", "H", "C", "C", "Ge", "C", "C", "C", "C", "Ge", "C", "C", "C", "C", "C", "C", "C", "C", "C", "C", "H", "H", "H", "H", "H", "H", "H", "H", "H", "H", "H", "H", "H", "H", "H", "H", "H", "H", "H", "H", "H", "H", "H", "H", "H", "H", "N", "C", "C", "P", "O", "O", "O", "P", "O", "O", "O", "H", "H", "H", "H", "H", "H", "H", "H", "N", "N", "H", "H", "H", "H", "F", "C", "F", "F", "C", "C", "C", "N", "C", "C", "H", "H", "H", "H"], "positions_angstrom": [[-0.8879, 0.0902, -0.7025], [3.0378, -0.2725, 1.1369], [1.5189, 0.9900, 1.1829], [2.7666, 2.5519, 1.3240], [1.2424, 0.6629, 3.1395], [0.2986, 1.5350, 3.9588], [0.2617, 0.9921, 5.3937], [-1.1407, 1.4124, 3.4257], [-1.6557, 1.7213, 1.5110], [-3.5742, 1.8010, 1.9237], [-1.5362, 3.7117, 1.5422], [0.7417, 2.9969, 3.9836], [2.5077, 3.7167, 4.6837], [3.6212, 2.2360, 5.4048], [1.8549, 4.3064, 6.4494], [3.7202, -0.0787, 1.9664], [3.5837, -0.1613, 0.2034], [2.6758, -1.2930, 1.1988], [3.2910, 2.5359, 2.2812], [2.2470, 3.5047, 1.2174], [3.5038, 2.4669, 0.5272], [2.2327, 0.6890, 3.6033], [0.8797, -0.3670, 3.1986], [-0.0777, -0.0411, 5.4099], [-0.4156, 1.5856, 6.0052], [1.2498, 1.0272, 5.8360], [-1.7867, 2.0836, 4.0062], [-1.4672, 0.3869, 3.6155], [-3.7570, 2.5148, 2.7310], [-3.9736, 0.8319, 2.2136], [-4.1123, 2.1357, 1.0361], [-1.8933, 4.0656, 2.5129], [-2.1913, 4.1088, 0.7620], [-0.5320, 4.1063, 1.3821], [0.0006, 3.5701, 4.5463], [0.7050, 3.3605, 2.9519], [3.9747, 1.5606, 4.6295], [3.1358, 1.6681, 6.1927], [4.4979, 2.7166, 5.8411], [1.1416, 5.1205, 6.3365], [2.6918, 4.6763, 7.0397], [1.3804, 3.4925, 6.9925], [2.0089, -0.2254, -5.0931], [0.7556, -0.0085, -4.2544], [1.1590, 0.1475, -2.2618], [2.0652, 1.9912, -2.1818], [3.5836, 1.9758, -2.2420], [2.5517, -1.2154, -1.9899], [2.3373, -2.3447, -1.3135], [0.5310, -2.3753, -0.2384], [0.6024, -2.9482, 1.8014], [1.7734, -3.6978, 2.4141], [-0.5245, -3.9584, -1.0182], [-0.3542, -5.3781, -0.4904], [3.2440, -3.4909, -1.3484], [2.9881, -4.6039, -0.5526], [3.7967, -5.7238, -0.5919], [4.8950, -5.7545, -1.4340], [5.1583, -4.6630, -2.2460], [4.3455, -3.5476, -2.2087], [1.7675, -0.2185, -6.1550], [2.4734, -1.1787, -4.8591], [2.7294, 0.5668, -4.9053], [0.0469, -0.8154, -4.4397], [0.2764, 0.9225, -4.5674], [1.7630, 2.4766, -1.2487], [1.6732, 2.6013, -3.0009], [3.9909, 1.3071, -1.4865], [3.9756, 2.9764, -2.0638], [3.9382, 1.6393, -3.2115], [3.4687, -1.0577, -2.5432], [-0.2931, -3.5594, 1.9304], [0.4362, -2.0317, 2.3698], [1.7664, -4.7444, 2.1288], [1.7031, -3.6539, 3.5001], [2.7348, -3.2797, 2.1263], [-0.3224, -3.9525, -2.0935], [-1.5728, -3.6780, -0.8920], [0.5884, -5.8121, -0.8085], [-1.1570, -6.0052, -0.8790], [-0.4019, -5.4095, 0.5962], [2.1287, -4.5712, 0.0955], [3.5715, -6.5780, 0.0291], [5.5337, -6.6241, -1.4711], [6.0020, -4.6842, -2.9192], [4.5671, -2.7197, -2.8649], [-4.6524, -0.2703, -3.7755], [-4.3174, -1.0397, -2.5485], [-5.3448, -2.1160, -2.2797], [-2.6067, -1.7162, -2.9337], [-2.9054, -3.2879, -2.9002], [-2.3735, -1.2481, -4.3299], [-1.5270, -1.3876, -1.9211], [-4.2021, 0.2569, -1.2060], [-5.4061, -0.1050, -0.1989], [-4.4514, 1.5415, -1.9095], [-2.9409, 0.0647, -0.4249], [-3.8250, -0.4563, -4.4306], [-4.6728, 0.7383, -3.4639], [-5.5323, -0.5515, -4.2086], [-5.3977, -2.8223, -3.1062], [-6.3305, -1.6787, -2.1218], [-5.0694, -2.6744, -1.3856], [-2.3439, -3.7698, -3.5049], [-6.1337, 0.5076, -0.2889], [-2.2514, -1.9146, 3.0627], [-2.1840, -1.2912, 1.7716], [-2.7498, -2.8061, 3.0269], [-2.7699, -1.2986, 3.6844], [-3.1086, -1.1929, 1.3393], [-1.6494, -1.9224, 1.1703], [-3.3249, 4.5565, -5.2556], [-2.7769, 4.9935, -4.1132], [-3.7658, 5.6020, -3.4282], [-1.9059, 5.9620, -4.4418], [-2.1434, 3.8956, -3.3245], [-2.2905, 2.5562, -3.6940], [-1.7823, 1.5801, -2.8788], [-1.1178, 1.8234, -1.7191], [-0.8607, 3.1320, -1.4526], [-1.3660, 4.1714, -2.1899], [-2.7771, 2.2973, -4.6189], [-1.8573, 0.5479, -3.1818], [-0.1972, 3.3174, -0.6144], [-1.1596, 5.1944, -1.9175]], "total_charge": 1, "lumo_ev": -3.317, "molar_mass_g_mol": 1178.8, "gap_ev": 6.5942, "max_force_ev_per_a": 3.491, "e_homo_ha": -0.3642, "total_energy_ha": -14738.3801}